{
  "formula": "C21H42Cl18O12",
  "method": "ωB97M-V/def2-TZVPD",
  "symbols": ["C", "O", "C", "O", "O", "C", "H", "H", "H", "H", "H", "H", "C", "O", "C", "O", "O", "C", "H", "H", "H", "H", "H", "H", "C", "O", "C", "O", "O", "C", "H", "H", "H", "H", "H", "H", "C", "O", "C", "O", "O", "C", "H", "H", "H", "H", "H", "H", "C", "Cl", "Cl", "H", "H", "C", "Cl", "Cl", "H", "H", "C", "Cl", "Cl", "H", "H", "C", "Cl", "Cl", "H", "H", "C", "Cl", "Cl", "H", "H", "C", "Cl", "Cl", "H", "H", "C", "Cl", "Cl", "H", "H", "C", "Cl", "Cl", "H", "H", "C", "Cl", "Cl", "H", "H"],
  "positions_angstrom": [[-0.812412, 7.800613, 0.959521], [-1.360162, 6.736773, 1.719391], [-0.479592, 5.848533, 2.349651], [0.711078, 5.816683, 2.314461], [-1.254162, 4.978733, 2.947211], [-0.565602, 3.953563, 3.637641], [-1.538292, 8.279913, 0.302641], [-0.150942, 7.366193, 0.209961], [-0.217872, 8.513223, 1.531181], [0.035208, 4.399543, 4.430241], [0.178448, 3.410423, 3.054971], [-1.321852, 3.327223, 4.110801], [-5.905862, -0.214427, 8.116321], [-4.784872, -1.073777, 8.158341], [-3.751942, -0.805267, 7.341571], [-3.746482, -0.058217, 6.365951], [-2.705712, -1.584557, 7.876061], [-1.449772, -1.429317, 7.304881], [-6.329902, -0.195647, 9.120281], [-6.762302, -0.476527, 7.495111], [-5.617832, 0.828673, 7.985621], [-0.765242, -0.792967, 7.865751], [-1.433602, -0.984927, 6.309711], [-1.052892, -2.435267, 7.168341], [-0.317882, -9.253247, -4.422189], [0.097628, -7.894367, -4.292839], [-0.324912, -6.891407, -5.082379], [-1.046832, -7.058677, -6.099439], [0.081708, -5.713747, -4.486319], [-0.071962, -4.438027, -5.234669], [0.445748, -9.793367, -4.981869], [-1.289652, -9.351967, -4.905949], [-0.355422, -9.617497, -3.395539], [0.880208, -4.366317, -5.760349], [-0.207592, -3.684557, -4.458789], [-0.832252, -4.458537, -6.015459], [-0.367692, -0.667527, 1.511071], [0.670978, -0.068587, 0.751071], [0.504668, 0.310953, -0.478809], [-0.654142, 0.372163, -0.968109], [1.669018, 0.701513, -1.012759], [1.724448, 1.147763, -2.392849], [0.074148, -1.060717, 2.426651], [-0.766572, -1.503567, 0.936601], [-1.282802, -0.134157, 1.768351], [0.790078, 1.572163, -2.760209], [1.832358, 0.238383, -2.984009], [2.508838, 1.872323, -2.611579], [-4.534492, -3.523727, 3.558761], [-2.942332, -4.272697, 3.941061], [-5.479462, -4.663117, 2.568381], [-5.081292, -3.377437, 4.490281], [-4.342902, -2.638497, 2.952341], [8.510198, 2.464343, -1.662729], [8.824058, 3.770233, -0.490319], [6.762728, 2.213653, -1.787959], [8.999728, 2.734393, -2.598429], [8.872628, 1.539223, -1.214499], [1.459718, -6.923947, 0.041891], [1.046878, -5.132697, 0.081871], [0.459318, -7.895827, 1.198911], [1.362488, -7.200207, -1.008029], [2.521868, -7.056937, 0.247481], [-1.251472, 5.805463, -5.658029], [-1.287892, 5.217163, -4.015579], [-0.208302, 4.801793, -6.647969], [-2.249442, 5.747583, -6.092539], [-0.919922, 6.839443, -5.753199], [-5.600812, 2.511133, -0.386279], [-6.033062, 0.977153, 0.496631], [-6.859422, 2.892983, -1.530169], [-5.238422, 3.386513, 0.152681], [-4.670012, 2.350943, -0.930379], [-4.070352, 0.296893, -4.806699], [-4.495002, 1.567903, -5.975059], [-3.424952, -0.987307, -5.761899], [-3.223642, 0.668323, -4.229429], [-4.940052, -0.059347, -4.254609], [4.049568, 7.476763, -0.338439], [5.726358, 7.793403, -0.422679], [3.606128, 6.056113, -1.249249], [3.659888, 7.293243, 0.662841], [3.528798, 8.318193, -0.795509], [6.049458, -2.423027, -3.384529], [4.379308, -2.637987, -3.029979], [6.540458, -3.681177, -4.461719], [6.171608, -1.442067, -3.843769], [6.552818, -2.587357, -2.431779], [4.896188, -1.494557, 2.089121], [5.403948, -3.225817, 2.332911], [6.224168, -0.340397, 2.335461], [4.486798, -1.305557, 1.096761], [4.078548, -1.321317, 2.788811]],
  "forces_ev_per_angstrom": [[1.3104, -0.5580, -1.1678], [0.7008, -0.5938, 1.0159], [-1.4896, 1.2711, -1.5146], [0.4695, 0.6491, -0.2056], [-0.6085, -0.5323, 0.1057], [0.6178, -0.1109, 1.2299], [-0.6225, -0.0200, 0.8630], [0.4821, -0.0860, 0.0909], [-0.3431, 0.0004, 0.2376], [-0.0937, 0.1311, 0.1890], [-0.5077, -0.0906, -0.5000], [0.1083, -0.0677, -0.3807], [-0.8031, 1.2392, 1.1273], [0.3711, -0.0345, -0.6531], [0.7397, -0.0371, -0.2789], [0.3294, -1.7645, 2.2964], [-2.5026, 1.7901, -0.8423], [1.4595, -0.2056, -1.3892], [0.1984, -0.4315, 0.2012], [0.6342, -0.3696, -0.6321], [0.1595, -0.1339, -0.6305], [-0.2163, -0.2087, 0.5823], [-0.6342, 0.0381, -0.1166], [0.2643, 0.0893, 0.2948], [-0.0481, 0.1887, -0.2556], [0.3286, 1.3238, 0.1789], [-2.2193, -0.2624, -1.6393], [2.5669, 1.0569, 3.1064], [-0.9803, -1.0769, -1.4644], [0.8266, -1.5406, 0.0089], [-0.1248, -0.0487, -0.0305], [0.0880, 0.1457, -0.0141], [-0.0586, -0.1007, -0.1643], [0.0317, 0.5984, 0.1562], [-0.0407, -0.0712, -0.3473], [-0.3576, -0.2104, 0.5188], [-0.8214, -1.4757, -0.3553], [1.5258, 0.0787, 1.6464], [-4.1535, 1.1539, -1.8725], [3.4159, -0.1592, 0.2921], [-0.1606, 0.3148, 0.0944], [-1.1606, -0.9198, -0.5729], [0.1992, 0.2307, -0.2045], [0.1840, -0.2446, -0.0155], [0.5171, 1.0767, -0.2707], [-0.2004, 0.1425, 0.5992], [0.4562, 0.1100, -0.1358], [0.1961, -0.3227, 0.7959], [0.3659, -0.7632, -0.2377], [-0.3724, 0.4051, 0.0494], [-0.0541, 0.2285, 0.0675], [0.2504, 0.2542, -0.2650], [-0.1711, -0.0758, 0.4024], [-0.0385, -0.0722, 0.9173], [0.1747, -0.0659, -0.1734], [-0.0476, 0.0470, -0.5003], [-0.4110, -0.1930, 0.0761], [0.2992, 0.2651, -0.3141], [-0.0230, 0.6936, -0.1096], [0.3271, -1.2918, 0.1744], [0.7251, 0.6995, -1.0322], [-0.7583, -0.2934, 0.3144], [-0.2839, 0.2406, 0.6100], [-0.5295, 0.2990, -0.8073], [-0.0585, 0.1906, 0.4643], [0.3492, -0.1820, -0.3600], [0.0685, -0.1306, 0.2544], [0.1703, -0.2057, 0.4694], [1.2683, -0.6157, -0.4608], [0.5199, 1.3274, -0.1314], [-0.2028, 0.3412, -0.1094], [-1.2298, -0.1855, 1.0739], [-0.3154, -0.8839, -0.3761], [0.4079, 0.6273, -0.3392], [-0.4734, 0.5237, 0.3743], [0.4587, -1.5414, -0.3785], [-0.5903, 0.0375, 0.3738], [0.2240, 0.3635, 0.0041], [-1.6247, 0.3243, 0.0568], [1.3281, 0.2422, 0.2825], [-0.2529, -0.7782, -0.5665], [0.4921, 0.2717, 0.0537], [0.0243, -0.0960, 0.1852], [0.3210, 0.2213, 0.5905], [-1.7494, 0.1488, 0.4389], [0.7637, -0.6418, -0.9024], [0.3254, -0.2118, 0.2375], [0.3159, 0.5087, -0.3302], [-0.2829, -0.3047, 0.1123], [-0.2506, 1.0757, -0.3756], [-0.3155, -0.3437, 0.0745], [0.3721, -0.5106, -0.0468], [0.4496, 0.0984, 0.1818]],
  "orbital_gap_ev": 10.7,
  "fmax_ev_per_a": 4.700,
  "multiplicity": 1,
  "charge": 0
}



{
  "formula": "H18Na3O17S2",
  "method": "ωB97M-V/def2-TZVPD",
  "symbols": ["Na", "Na", "Na", "S", "O", "O", "O", "O", "S", "O", "O", "O", "O", "O", "H", "H", "O", "H", "H", "O", "H", "H", "O", "H", "H", "O", "H", "H", "O", "H", "H", "O", "H", "H", "O", "H", "H", "O", "H", "H"],
  "positions_angstrom": [[-2.563713, 3.254493, -2.844287], [3.689067, 2.830913, -1.676257], [0.143267, -0.535337, -4.945657], [-0.004883, -0.318907, -0.119667], [0.009097, 0.925663, 0.657043], [-0.134563, -1.417617, 0.840413], [-1.188623, -0.380747, -0.955877], [1.191847, -0.385357, -0.879567], [1.567377, 4.324193, -5.976757], [2.753627, 5.064363, -5.614677], [0.553887, 5.217233, -6.472647], [1.916727, 3.311263, -6.976097], [1.126447, 3.680923, -4.742467], [-3.207593, -4.304017, -2.673437], [-2.953073, -3.463327, -2.293057], [-4.012993, -4.115487, -3.155127], [-3.237353, 3.303573, 2.374143], [-3.756093, 2.703393, 2.909803], [-2.422213, 2.831053, 2.205263], [1.831817, 2.279533, 4.702723], [2.208977, 3.158953, 4.678003], [1.481067, 2.144013, 3.822473], [1.120567, 5.330903, 0.043843], [0.520367, 6.037333, -0.194757], [0.549377, 4.609623, 0.307923], [-4.490043, -1.443687, 1.323923], [-3.804463, -2.070067, 1.555963], [-4.113803, -0.929857, 0.609323], [-1.406743, -2.628157, 5.008174], [-1.099863, -2.339867, 4.148553], [-0.608663, -2.863417, 5.481413], [4.449947, -4.013177, -1.447707], [3.876417, -3.281777, -1.676497], [3.886027, -4.619057, -0.966937], [-0.927183, -5.947247, 0.778803], [-1.155513, -6.176537, -0.122047], [-0.834603, -4.994597, 0.767873], [3.226297, -1.860847, 4.029963], [3.262847, -0.909167, 4.125893], [2.556927, -2.009177, 3.361993]],
  "forces_ev_per_angstrom": [[0.7225, -0.1192, 0.0249], [-0.7462, 0.0393, -0.3745], [0.2880, 0.5346, 0.4797], [-1.7516, -0.0780, 3.9681], [-0.1161, 2.1040, 0.4576], [0.4658, -1.4482, 0.6366], [-2.4256, 0.4195, -2.8627], [3.7298, -0.4414, -3.0418], [1.3501, 0.1610, -1.4198], [2.3200, 1.4034, 0.6864], [-2.1265, 1.1597, -0.7137], [-0.1549, -1.3920, -0.7543], [-1.8816, -2.3053, 3.1769], [0.1242, -0.2206, -0.2028], [0.1817, 0.2918, 0.3308], [-0.2283, -0.0167, -0.0557], [-0.1606, 0.4083, -0.1330], [-0.0954, -0.1964, 0.1088], [0.3487, -0.3279, -0.1058], [0.1312, -0.0800, 0.2500], [0.0769, 0.2016, 0.0247], [-0.2386, -0.2072, -0.3587], [0.2876, -0.0597, 0.0121], [-0.0292, 0.2378, -0.1427], [-0.1369, -0.3803, 0.1538], [-0.5444, -0.0005, 0.0504], [0.3323, -0.0700, 0.0543], [0.3869, 0.1273, -0.1313], [-0.2676, -0.0812, 0.2204], [0.0901, 0.1719, -0.4015], [0.1996, -0.0373, 0.0850], [0.3136, -0.1012, -0.2068], [-0.2100, 0.2566, 0.0715], [-0.1553, -0.1037, 0.1844], [0.0358, -0.3134, 0.1489], [-0.0931, -0.0185, -0.2106], [0.0742, 0.4395, 0.0550], [0.2449, -0.2137, 0.2347], [-0.0722, 0.2587, 0.0236], [-0.2698, -0.0026, -0.3225]],
  "orbital_gap_ev": 2.9,
  "e_above_lowest_kj_mol": 821.5,
  "fmax_ev_per_a": 4.833,
  "multiplicity": 1,
  "charge": -1
}



{
  "formula": "C34H33N3O2S",
  "method": "ωB97M-V/def2-TZVPD",
  "symbols": ["C", "N", "C", "C", "C", "C", "C", "C", "C", "C", "C", "C", "C", "C", "C", "C", "C", "N", "C", "C", "C", "C", "C", "C", "C", "C", "C", "C", "C", "H", "H", "H", "H", "H", "H", "H", "H", "H", "H", "H", "H", "H", "H", "H", "H", "H", "H", "H", "H", "H", "H", "H", "H", "H", "C", "C", "C", "C", "C", "S", "N", "O", "O", "C", "C", "H", "H", "H", "H", "H", "H", "H", "H"],
  "positions_angstrom": [[5.059590, 2.048730, -2.362582], [5.654221, 1.796399, -1.045564], [6.260586, 2.926465, -0.415354], [5.499459, 4.075161, -0.124690], [6.124026, 5.219486, 0.375998], [7.509255, 5.227521, 0.591451], [8.266152, 4.081241, 0.313964], [7.641319, 2.923054, -0.158698], [5.034294, 0.809512, -0.259254], [5.817506, -0.086598, 0.500730], [5.198587, -1.096463, 1.203891], [3.779238, -1.123356, 1.378566], [3.213570, -2.106623, 2.229541], [1.997285, -2.025044, 2.941305], [1.401559, -3.197638, 3.505588], [0.219659, -3.126580, 4.208123], [-0.400686, -1.872272, 4.426077], [-1.676800, -1.827802, 5.018601], [-2.802729, -2.159467, 4.148731], [-1.939241, -1.008861, 6.151203], [-2.387343, 0.314295, 6.031427], [-2.587569, 1.074892, 7.190466], [-2.394090, 0.502347, 8.454754], [-2.011676, -0.842556, 8.566937], [-1.764983, -1.590814, 7.418839], [0.210061, -0.699649, 3.946034], [1.355481, -0.773523, 3.174656], [3.008774, -0.186853, 0.619443], [3.628607, 0.700562, -0.238610], [4.773058, 1.092339, -2.818990], [4.177863, 2.696383, -2.263790], [5.798654, 2.554321, -2.997006], [4.421208, 4.045393, -0.303588], [5.519803, 6.101014, 0.591285], [7.988915, 6.136767, 0.960950], [9.346286, 4.086031, 0.464630], [8.207899, 2.013863, -0.373838], [6.906495, 0.017697, 0.475954], [5.771398, -1.900498, 1.670730], [3.796438, -3.019203, 2.375458], [1.911916, -4.145628, 3.321257], [-0.241886, -4.017007, 4.643368], [-3.687638, -2.344450, 4.770339], [-3.008476, -1.321876, 3.462407], [-2.559760, -3.058345, 3.566631], [-2.548523, 0.729863, 5.033457], [-2.886845, 2.117981, 7.092299], [-2.547438, 1.109278, 9.349975], [-1.885876, -1.308188, 9.544435], [-1.452511, -2.638195, 7.460591], [-0.253032, 0.267046, 4.148470], [1.785344, 0.141589, 2.775871], [1.921245, -0.205519, 0.659394], [3.034950, 1.372679, -0.865784], [10.289603, -4.562496, -0.177105], [8.920781, -4.983090, 0.260124], [8.098666, -5.677233, -0.631815], [6.797232, -6.024841, -0.281670], [6.315994, -5.719043, 0.993384], [4.631576, -6.207091, 1.452237], [3.795503, -4.879395, 1.607028], [4.244757, -7.040884, 0.326021], [4.786250, -6.830217, 2.748452], [7.125092, -5.019990, 1.890545], [8.422735, -4.662588, 1.529410], [10.812149, -4.032854, 0.622481], [10.884931, -5.433027, -0.468750], [10.238547, -3.909686, -1.056710], [8.468911, -5.924819, -1.627120], [6.155238, -6.513782, -1.003666], [3.538061, -4.592622, 0.647303], [6.731295, -4.732662, 2.861785], [9.055855, -4.108993, 2.226331]],
  "forces_ev_per_angstrom": [[-0.1392, 0.2218, 0.3966], [-0.0798, -0.6784, -0.4212], [0.6047, 0.5911, 0.3905], [0.3594, -0.4048, -0.0657], [0.1288, -0.2894, -0.0235], [-0.1879, -0.1860, -0.2013], [-0.3028, 0.0332, 0.1785], [-0.3649, 0.2349, -0.1770], [0.0511, 0.1759, 0.3398], [-0.0634, 0.2941, -0.1073], [-0.4495, -0.3091, 0.4140], [0.0739, 0.5479, -0.8141], [0.1826, 0.2055, 0.2547], [-0.8591, 0.3258, 0.1360], [0.6287, 0.0711, -0.3110], [-0.2636, 0.3945, 0.1066], [0.0640, -0.1737, -0.3860], [0.0170, -0.6487, 0.1372], [0.1272, 0.0916, 0.0292], [0.0407, 0.3642, 0.4026], [0.2311, -0.2831, 0.3866], [0.0539, -0.2871, -0.0611], [-0.0227, -0.0996, -0.2634], [0.0768, 0.2644, -0.1480], [-0.1207, 0.2954, -0.3213], [0.2072, 0.0455, -0.0916], [-0.0624, -0.1979, 0.2885], [0.2969, -0.2750, 0.0013], [-0.0769, -0.0318, 0.0793], [0.0854, 0.3089, 0.1004], [0.0131, -0.0582, -0.3739], [-0.1905, -0.1718, 0.1931], [0.3385, 0.1329, 0.0584], [0.2291, -0.1907, -0.0285], [-0.1058, -0.3455, -0.1209], [-0.3095, 0.0089, 0.0116], [-0.1158, 0.3680, 0.0050], [-0.4541, -0.2123, -0.0779], [-0.0190, 0.2981, -0.0522], [0.0715, -0.2673, -0.0557], [-0.0956, 0.1233, 0.0438], [0.1511, 0.2909, -0.2699], [0.2277, -0.0170, -0.2221], [-0.1510, -0.2636, -0.0314], [-0.1646, 0.2531, 0.1156], [0.0275, -0.0237, 0.3611], [0.0259, -0.2527, 0.1184], [0.0229, -0.2409, -0.2844], [-0.0375, 0.2005, -0.2147], [-0.0966, 0.4009, 0.0672], [0.1070, -0.2888, -0.0535], [-0.0102, -0.1883, 0.2221], [0.2587, -0.1043, -0.0194], [0.1861, -0.3082, 0.3010], [0.2689, 0.0021, -0.0804], [-0.3829, -0.0848, 0.0532], [-0.1499, 0.2095, 0.1999], [0.2499, 0.1495, 0.2498], [0.0196, 0.1414, -0.1378], [0.4503, 0.3456, -0.1333], [-0.1256, 0.0858, -0.5974], [-0.3203, 0.0796, 0.1999], [-0.1160, 0.0104, 0.0166], [0.0313, -0.0358, -0.2288], [-0.0777, 0.0113, -0.2971], [0.0274, -0.0364, -0.1078], [0.0315, 0.0906, 0.0768], [0.0140, -0.0317, 0.1643], [-0.0323, 0.0665, 0.1856], [-0.0248, -0.1125, 0.2117], [0.1303, -0.2820, 0.4784], [0.0223, -0.2031, -0.0534], [-0.1611, -0.1505, -0.1422]],
  "orbital_gap_ev": 4.7,
  "fmax_ev_per_a": 0.984,
  "multiplicity": 1,
  "charge": 0
}